# 1
C35H44BrCaNO4 | ωB97M-V/def2-TZVPD

The HOMO energy (spin up / spin down) comes out at -7.487 / -7.486 eV. For the total energy, the calculation gives -4967.601250 Eh. The frontier orbital gap (spin up / spin down) is 5.545 / 5.544 eV.

The geometry in XYZ format:
```
86
Properties=species:S:1:pos:R:3:lowdin_charge:R:1
Ca -2.030 0.933 -1.003 1.582
C 1.313 -4.478 3.341 -0.038
C 1.457 -2.983 3.664 -0.557
C 1.202 -2.751 5.162 -0.040
C 2.890 -2.557 3.350 -0.066
C 0.441 -2.187 2.859 -0.158
C 0.776 -1.247 1.942 0.043
C -0.228 -0.539 1.208 -0.165
N -0.025 0.353 0.252 0.075
C 1.075 0.965 -0.183 -0.169
C 2.320 1.054 0.499 0.028
C 3.398 1.665 -0.065 -0.154
C 3.250 2.163 -1.388 0.040
C 2.091 2.161 -2.112 -0.071
C 0.898 1.653 -1.468 -0.266
O -0.250 1.759 -1.975 -0.166
C 2.112 2.779 -3.519 -0.535
C 2.232 4.303 -3.377 -0.039
C 3.330 2.246 -4.292 -0.053
C 0.885 2.472 -4.385 -0.060
C 4.702 1.813 0.716 -0.554
C 5.816 2.459 -0.110 -0.064
C 5.188 0.429 1.169 -0.042
C 4.445 2.689 1.950 -0.042
C -1.654 -0.856 1.421 -0.256
O -2.534 -0.198 0.815 -0.151
C -1.976 -1.927 2.349 -0.068
C -0.945 -2.482 3.042 0.033
C -3.399 -2.427 2.633 -0.534
C -4.473 -1.965 1.643 -0.059
C -3.412 -3.965 2.598 -0.050
C -3.800 -1.947 4.036 -0.039
H 2.035 -5.057 3.919 0.087
H 1.494 -4.662 2.282 0.093
H 0.319 -4.852 3.583 0.077
H 1.930 -3.306 5.755 0.087
H 0.209 -3.083 5.462 0.077
H 1.293 -1.693 5.410 0.092
H 3.584 -3.141 3.956 0.088
H 3.053 -1.503 3.582 0.083
H 3.140 -2.727 2.302 0.089
H 1.811 -1.075 1.703 0.083
H 2.378 0.704 1.518 0.100
H 4.122 2.603 -1.846 0.091
H 3.141 4.583 -2.843 0.080
H 1.379 4.708 -2.832 0.091
H 2.259 4.771 -4.363 0.086
H 4.276 2.500 -3.818 0.070
H 3.341 2.677 -5.294 0.085
H 3.278 1.161 -4.390 0.094
H -0.017 2.937 -4.002 0.077
H 0.704 1.399 -4.460 0.092
H 1.074 2.856 -5.389 0.084
H 6.057 1.869 -0.995 0.089
H 6.720 2.530 0.495 0.086
H 5.551 3.469 -0.426 0.087
H 5.354 -0.223 0.310 0.093
H 4.465 -0.054 1.825 0.063
H 6.127 0.520 1.718 0.087
H 4.100 3.681 1.655 0.091
H 5.361 2.803 2.531 0.085
H 3.687 2.250 2.598 0.078
H -1.181 -3.243 3.772 0.100
H -4.215 -2.222 0.616 0.091
H -4.644 -0.895 1.690 0.079
H -5.405 -2.475 1.895 0.085
H -3.110 -4.329 1.616 0.094
H -4.422 -4.325 2.798 0.085
H -2.754 -4.409 3.343 0.070
H -3.792 -0.858 4.088 0.092
H -3.119 -2.328 4.798 0.079
H -4.807 -2.292 4.276 0.087
Br -6.394 -1.705 -6.602 0.724
C -6.217 -0.227 -5.425 -0.678
C -7.131 0.811 -5.505 -0.130
C -7.002 1.891 -4.645 -0.071
C -5.973 1.929 -3.719 -0.016
C -5.064 0.880 -3.651 -0.125
C -5.183 -0.207 -4.509 -0.063
C -3.943 0.910 -2.647 -0.640
O -3.846 1.901 -1.880 -0.130
O -3.144 -0.061 -2.612 -0.137
H -7.932 0.773 -6.230 0.098
H -7.714 2.704 -4.703 0.105
H -5.857 2.763 -3.041 0.116
H -4.469 -1.015 -4.445 0.112
```

***

# 2
C17H27BCl24NO4 | ωB97M-V/def2-TZVPD

The HOMO energy comes out at -12.570 eV. For the total energy, the calculation gives -12088.707168 Eh. The frontier orbital gap is 9.763 eV. The net charge is +1.

The geometry in XYZ format:
```
74
Properties=species:S:1:pos:R:3:lowdin_charge:R:1
C 2.195 0.588 1.532 -0.114
C 1.257 0.645 0.180 -0.128
B 0.786 -0.864 -0.263 -0.414
O 1.638 -1.535 -1.308 -0.005
N -0.409 -1.646 0.222 0.010
C 0.103 -2.728 1.193 -0.086
C -0.230 -2.345 2.758 -0.132
O -0.236 -0.899 3.032 -0.180
C -1.276 -0.186 2.274 -0.109
C -1.565 -0.848 0.765 -0.195
C -2.231 0.229 -0.289 -0.109
C -3.499 1.094 0.378 -0.139
C -3.756 2.341 -0.708 -0.464
O -3.339 3.595 -0.383 -0.052
O -4.381 2.118 -2.029 -0.113
H 3.329 0.786 1.273 0.042
H 1.782 1.323 2.365 0.107
H 2.120 -0.504 1.976 0.072
H 1.896 1.195 -0.665 0.122
H 0.354 1.381 0.403 0.098
H 1.767 -0.826 -2.030 0.135
H -0.776 -2.193 -0.614 0.116
H 1.269 -2.889 0.996 0.105
H -0.484 -3.742 0.970 0.153
H 0.650 -2.829 3.401 0.152
H -1.251 -2.809 3.118 0.151
H -0.942 0.929 2.100 0.134
H -2.292 -0.145 2.886 0.158
H -2.433 -1.644 0.976 0.185
H -2.743 -0.425 -1.142 0.133
H -1.494 1.040 -0.697 0.129
H -4.489 0.470 0.434 0.093
H -3.202 1.625 1.386 0.122
H -3.808 1.410 -2.482 0.140
C -1.734 5.378 2.616 -1.542
Cl -1.855 4.162 3.900 0.494
Cl -2.664 6.825 3.040 0.530
Cl -0.039 5.795 2.312 0.513
H -2.154 4.954 1.700 -0.007
C -6.412 3.291 -4.318 -1.551
Cl -7.639 2.187 -3.672 0.514
Cl -5.554 2.543 -5.675 0.515
Cl -7.153 4.821 -4.817 0.532
H -5.688 3.502 -3.526 -0.010
C 2.174 -6.451 1.194 -1.495
Cl 1.560 -5.922 2.770 0.538
Cl 1.325 -7.909 0.653 0.540
Cl 2.012 -5.156 -0.004 0.530
H 3.235 -6.691 1.301 0.027
C 5.752 -0.383 -0.340 -1.532
Cl 4.960 0.567 -1.608 0.525
Cl 6.347 0.675 0.951 0.535
Cl 4.640 -1.598 0.315 0.532
H 6.608 -0.902 -0.781 -0.074
C 7.209 -2.898 -3.362 -1.499
Cl 7.227 -2.679 -5.121 0.538
Cl 8.165 -1.635 -2.569 0.569
Cl 5.546 -2.895 -2.752 0.519
H 7.660 -3.867 -3.131 0.024
C -6.959 2.729 1.334 -1.431
Cl -8.515 1.884 1.411 0.555
Cl -6.046 2.489 2.834 0.545
Cl -6.019 2.177 -0.062 0.750
H -7.154 3.798 1.217 0.034
C -0.659 -4.732 -3.171 -1.494
Cl -0.780 -5.948 -1.887 0.519
Cl -1.590 -3.285 -2.746 0.553
Cl 1.035 -4.315 -3.475 0.544
H -1.080 -5.156 -4.086 0.029
C 5.965 4.700 1.497 -1.531
Cl 4.409 3.855 1.573 0.493
Cl 6.877 4.460 2.997 0.525
Cl 6.905 4.148 0.101 0.506
H 5.770 5.770 1.380 0.021
```

***

# 3
C7H8N2O2 | ωB97M-V/def2-TZVPD

The value obtained for the energy above the lowest of the compared OMol25 structures with the same formula, charge and spin is 76.7 kcal per mole. The HOMO energy comes out at -6.809 eV. For the total energy, the calculation gives -531.436899 Eh. The frontier orbital gap is 7.292 eV.

The geometry in XYZ format:
```
19
Properties=species:S:1:pos:R:3:lowdin_charge:R:1
O -2.084 -2.384 0.030 0.022
C -1.486 -1.144 -0.022 -0.288
N -2.262 0.026 -0.166 0.134
C -1.445 1.104 -0.179 -0.388
O -1.808 2.385 0.065 0.026
C -0.143 0.758 -0.243 -0.174
C -0.167 -0.771 -0.107 -0.109
C 1.083 -1.430 -0.216 -0.070
C 2.251 -0.747 -0.168 -0.079
C 2.190 0.679 0.321 -0.201
N 1.081 1.388 -0.384 -0.002
H -1.469 -3.174 0.332 0.176
H -3.315 0.038 -0.008 0.198
H -2.714 2.758 -0.305 0.170
H 1.093 -2.513 -0.405 0.111
H 3.078 -1.312 -0.240 0.050
H 1.907 0.734 1.447 0.133
H 3.225 1.183 0.295 0.126
H 0.983 2.423 -0.047 0.166
```

***

# 4
C4H10N | ωB97M-V/def2-TZVPD

The value obtained for the energy above the lowest of the compared OMol25 structures with the same formula, charge and spin is 52.4 kcal per mole. The HOMO energy comes out at -14.627 eV. For the total energy, the calculation gives -212.836827 Eh. The frontier orbital gap is 10.991 eV. The net charge is +1.

The geometry in XYZ format:
```
15
Properties=species:S:1:pos:R:3:lowdin_charge:R:1
C 1.906 -0.161 0.395 0.037
C 1.211 -0.412 -0.725 -0.021
C -0.503 -0.074 -0.649 -0.246
C -1.102 -1.021 0.442 -0.041
N -0.595 1.347 -0.182 0.192
H 2.877 -0.284 0.715 0.049
H 1.315 0.257 1.221 0.054
H 1.589 -0.844 -1.580 0.064
H -1.014 -0.106 -1.561 0.116
H -0.610 -0.689 1.485 0.131
H -2.212 -1.123 0.425 0.095
H -0.714 -1.995 0.182 0.080
H -0.146 2.124 -0.739 0.214
H -0.426 1.387 0.766 0.105
H -1.577 1.594 -0.193 0.168
```